(1)
DFT (wB97M-V/def2-TZVPD) results for a cluster of 2 separate species, C7H15Cl2P in total in a non-equilibrium geometry.

Each line ends with the natural charge from an NBO analysis.
CARTESIAN COORDINATES (ANGSTROEM)
Cl  -2.023  -3.282  0.839  -0.024
Cl  -3.997  1.542  -0.988  -0.064
P  -2.344  0.467  1.091  0.568
C  1.236  0.530  -1.086  -0.584
C  0.894  -0.103  1.275  -0.618
C  -1.527  -2.533  -0.628  -0.410
C  -1.099  0.205  -0.208  -0.377
C  0.300  0.651  0.132  -0.167
C  0.149  2.123  0.598  -0.609
C  -3.940  0.256  0.254  -0.704
H  -1.635  0.142  -1.183  0.233
H  0.800  -0.394  -1.486  0.207
H  -2.162  -2.980  -1.387  0.186
H  1.167  1.321  -1.711  0.211
H  -0.497  2.737  -0.008  0.217
H  -2.340  -0.775  1.781  -0.021
H  0.834  -1.182  1.054  0.209
H  -0.459  -2.793  -0.724  0.184
H  1.042  2.659  0.851  0.217
H  -0.342  2.165  1.662  0.217
H  -4.202  -0.698  -0.261  0.231
H  0.514  -0.212  2.249  0.228
H  -4.811  0.429  0.934  0.246
H  2.205  0.279  -0.881  0.209
H  1.960  0.148  1.274  0.215

Summary:
- E_HOMO (spin up / spin down) (eV) = -8.79 / -7.81
- multiplicity = 1
- net charge = 0
- orbital gap (spin up / spin down) (eV) = 8.7763 / 7.3875

---

(2)
DFT (wB97M-V/def2-TZVPD) results for a structure of composition C7H15ClLi2NO5 in a non-equilibrium geometry.

Each line ends with the natural charge from an NBO analysis.
CARTESIAN COORDINATES (ANGSTROEM)
Cl  -14.032  18.571  3.094  -0.921
O  -11.750  16.046  5.723  -0.855
O  -15.506  16.852  5.592  -0.550
O  -12.730  17.843  6.126  -1.052
O  -13.050  12.361  2.603  -0.547
O  -10.625  17.679  6.343  -0.891
N  -14.494  14.758  3.835  -0.631
C  -12.884  11.046  2.157  -0.243
C  -14.091  13.123  2.000  -0.072
C  -11.720  17.132  6.171  0.906
C  -16.017  15.534  5.615  -0.069
C  -15.851  15.038  4.144  -0.239
C  -14.091  14.568  2.438  -0.255
C  -15.950  17.607  6.751  -0.248
Li  -13.013  19.582  5.175  0.934
Li  -13.583  16.748  4.696  0.849
H  -17.085  15.435  5.805  0.156
H  -16.503  14.175  4.011  0.147
H  -14.667  15.256  1.819  0.217
H  -15.699  17.143  7.705  0.175
H  -14.038  13.045  0.914  0.168
H  -13.572  10.401  2.704  0.155
H  -17.032  17.716  6.821  0.156
H  -11.880  10.642  2.290  0.193
H  -14.268  13.852  4.221  0.365
H  -16.290  15.870  3.593  0.214
H  -13.178  10.824  1.131  0.160
H  -14.989  12.585  2.302  0.148
H  -13.017  14.757  2.442  0.228
H  -15.439  14.949  6.332  0.181
H  -15.333  18.472  6.506  0.220

Summary:
- E_HOMO (eV) = -2.19
- multiplicity = 1
- net charge = -1
- orbital gap (eV) = 4.5532

---

(3)
DFT (wB97M-V/def2-TZVPD) results for a structure of composition C7H15IrN6OS in a non-equilibrium geometry.

Each line ends with the natural charge from an NBO analysis.
CARTESIAN COORDINATES (ANGSTROEM)
Ir  -0.051  -0.101  -0.201  1.026
S  -0.673  2.174  -0.232  0.038
O  0.670  -1.397  1.229  -0.661
N  -2.314  3.523  -1.755  -0.683
N  -0.020  -1.931  -1.112  -0.535
N  0.650  -3.843  -1.878  -0.448
N  -1.435  0.080  -2.069  -0.569
N  1.635  -2.040  3.152  -0.666
N  -2.071  1.299  -2.312  -0.410
C  -0.616  -4.054  -1.376  -0.018
C  -1.781  2.349  -1.556  0.357
C  0.685  1.180  1.840  -0.186
C  -1.032  -2.864  -0.891  -0.118
C  0.990  -2.572  -1.700  0.242
C  1.055  -1.136  2.422  0.723
C  0.763  0.214  2.948  -0.613
H  0.242  2.151  2.031  0.259
H  -1.116  -5.008  -1.410  0.287
H  1.797  -2.976  2.799  0.450
H  1.234  -4.549  -2.312  0.476
H  -0.180  0.149  3.505  0.305
H  1.931  -2.138  -2.000  0.260
H  -2.128  -0.664  -1.994  0.433
H  -2.737  1.352  -3.076  0.447
H  -1.964  -2.627  -0.402  0.255
H  1.912  -1.862  4.109  0.455
H  -0.805  -0.140  -2.843  0.430
H  -2.967  3.717  -2.506  0.454
H  -2.062  4.310  -1.169  0.462
H  1.506  1.193  1.134  0.224
H  1.501  0.569  3.681  0.325

Summary:
- <S²> = 0.764
- E_HOMO (spin up / spin down) (eV) = -19.45 / -19.44
- multiplicity = 2
- net charge = +3
- orbital gap (spin up / spin down) (eV) = 7.7120 / 6.7841

---

(4)
DFT (wB97M-V/def2-TZVPD) results for a structure of composition C7H15N in a non-equilibrium geometry.

Each line ends with the natural charge from an NBO analysis.
CARTESIAN COORDINATES (ANGSTROEM)
N  -1.885  0.008  -0.540  -0.455
C  3.586  -0.251  -0.431  0.027
C  -0.476  -0.140  -0.577  -0.220
C  -2.559  -0.984  0.256  -0.403
C  -2.328  1.377  -0.436  -0.403
C  0.314  0.001  0.808  -0.371
C  1.851  0.168  0.368  -0.448
C  2.385  -0.955  -0.492  -0.575
H  -0.020  0.854  1.401  0.207
H  1.797  1.102  -0.211  0.233
H  4.042  0.299  -1.275  0.186
H  2.361  -1.976  -0.133  0.198
H  -1.741  2.088  -1.011  0.207
H  0.053  0.605  -1.167  0.189
H  -2.319  1.692  0.633  0.150
H  -2.549  -0.702  1.333  0.156
H  -0.109  -1.014  -1.122  0.220
H  0.135  -0.967  1.281  0.201
H  -2.048  -1.944  0.162  0.206
H  4.219  -0.122  0.472  0.144
H  -3.390  1.501  -0.662  0.196
H  2.296  0.430  1.358  0.159
H  -3.617  -1.071  -0.016  0.198

Summary:
- E_HOMO (eV) = -6.87
- multiplicity = 1
- net charge = 0
- orbital gap (eV) = 6.2625

---

(5)
DFT (wB97M-V/def2-TZVPD) results for an isolated molecule of C7H15N in a non-equilibrium geometry.

Each line ends with the natural charge from an NBO analysis.
CARTESIAN COORDINATES (ANGSTROEM)
N  2.673  -0.345  1.137  -0.569
C  0.998  -0.072  -0.534  -0.202
C  -2.074  -0.699  -0.315  -0.051
C  -1.142  -0.506  0.810  -0.519
C  2.071  -1.095  0.107  -0.260
C  1.824  1.059  -1.232  -0.615
C  -3.147  0.513  -0.356  -0.688
C  0.051  0.464  0.529  -0.410
H  -2.226  1.048  -0.189  0.229
H  1.201  1.618  -1.917  0.211
H  -0.667  -1.351  1.322  0.225
H  -3.911  0.536  0.454  0.230
H  2.327  1.726  -0.508  0.233
H  1.490  -1.970  0.424  0.165
H  2.804  -1.433  -0.617  0.202
H  -2.473  -1.717  -0.261  0.189
H  -1.652  0.078  1.659  0.237
H  0.621  0.737  1.410  0.229
H  2.602  0.544  -1.825  0.206
H  -0.377  1.486  0.354  0.208
H  2.341  -0.711  2.026  0.313
H  -3.587  0.736  -1.328  0.224
H  0.251  -0.647  -1.148  0.214

Summary:
- E_HOMO (eV) = -6.64
- multiplicity = 1
- net charge = 0
- orbital gap (eV) = 3.8787

---

(6)
DFT (wB97M-V/def2-TZVPD) results for a structure of composition C7H15N in a non-equilibrium geometry.

Each line ends with the natural charge from an NBO analysis.
CARTESIAN COORDINATES (ANGSTROEM)
N  -0.519  1.165  1.644  -0.670
C  0.399  0.905  -0.503  -0.511
C  0.471  1.655  0.741  -0.167
C  -1.120  -1.255  0.575  -0.455
C  -0.549  -0.329  1.682  -0.258
C  0.963  0.515  -1.814  -0.394
C  0.808  -0.962  -1.511  -0.413
C  -0.450  -1.450  -0.921  -0.483
H  -1.502  1.894  1.697  0.373
H  -0.634  -2.083  1.281  0.217
H  1.017  -1.603  -2.476  0.202
H  0.210  -0.300  -0.152  0.309
H  1.782  -1.190  -0.982  0.212
H  0.658  0.994  -2.769  0.219
H  -1.223  -0.678  2.500  0.214
H  0.559  -0.542  2.053  0.200
H  0.410  2.806  0.747  0.205
H  -0.649  -2.627  -1.111  0.235
H  -1.100  -0.795  -1.434  0.215
H  -0.629  1.127  -0.860  0.184
H  -2.153  -1.591  0.892  0.249
H  2.171  0.548  -1.826  0.191
H  1.589  1.404  1.436  0.125

Summary:
- E_HOMO (eV) = -8.19
- multiplicity = 1
- net charge = 0
- orbital gap (eV) = 9.2645

---

(7)
DFT (wB97M-V/def2-TZVPD) results for an isolated molecule of C7H15N in a non-equilibrium geometry.

Each line ends with the natural charge from an NBO analysis.
CARTESIAN COORDINATES (ANGSTROEM)
N  -0.691  1.846  -2.392  -0.877
C  0.365  -0.895  2.066  -0.174
C  1.117  0.939  -0.957  -0.396
C  0.382  0.932  0.375  -0.439
C  0.149  -2.302  2.601  -0.643
C  0.324  0.820  -2.315  -0.215
C  -1.250  -0.988  0.181  -0.675
C  -0.112  -0.394  0.933  -0.006
H  -0.282  -2.288  3.607  0.209
H  1.117  -2.793  2.711  0.216
H  1.034  0.888  -3.139  0.183
H  -0.607  1.432  0.226  0.213
H  1.751  0.033  -1.018  0.197
H  -1.471  -0.518  -0.782  0.215
H  1.140  -0.404  2.650  0.189
H  -1.627  1.570  -2.641  0.368
H  -1.413  -2.060  0.109  0.225
H  -0.570  -2.849  1.988  0.206
H  -2.242  -0.721  0.603  0.225
H  -0.150  -0.150  -2.161  0.192
H  1.667  1.879  -0.979  0.201
H  -0.444  2.706  -2.849  0.366
H  0.789  1.618  1.113  0.221

Summary:
- E_HOMO (eV) = -8.56
- multiplicity = 1
- net charge = 0
- SMILES = C/C=C(\C)CCCN
- orbital gap (eV) = 9.5801

---

(8)
DFT (wB97M-V/def2-TZVPD) results for a cluster of 2 separate species, C7H15N2O in total in a non-equilibrium geometry.

Each line ends with the natural charge from an NBO analysis.
CARTESIAN COORDINATES (ANGSTROEM)
O  0.768  -0.266  -2.173  -0.407
N  -1.767  1.294  -0.791  -0.769
N  0.204  1.765  0.360  -0.387
C  -0.169  3.218  0.759  -0.416
C  -0.604  0.981  -0.218  0.390
C  0.402  -0.685  -1.154  0.771
C  -0.513  -1.778  0.888  -0.607
C  0.413  -1.925  -0.382  -0.400
C  0.201  -3.168  -1.246  -0.579
C  1.378  1.369  0.999  -0.414
H  -1.030  3.373  0.167  0.192
H  -0.383  3.178  1.876  0.235
H  -1.445  -2.259  0.579  0.226
H  1.425  -2.019  -0.036  0.271
H  0.743  3.847  0.444  0.247
H  -0.848  -0.686  0.937  0.221
H  -2.235  2.146  -0.560  0.393
H  -2.343  0.623  -1.176  0.415
H  0.998  -3.062  -1.885  0.221
H  1.614  1.705  1.985  0.238
H  1.308  0.292  0.998  0.207
H  0.299  -4.051  -0.592  0.245
H  -0.043  -2.311  1.752  0.250
H  2.311  1.598  0.381  0.224
H  -0.684  -3.178  -1.912  0.231

Summary:
- E_HOMO (eV) = -13.56
- multiplicity = 1
- net charge = +1
- orbital gap (eV) = 10.3853

---

(9)
DFT (wB97M-V/def2-TZVPD) results for a cluster of 2 separate species, C7H15N2S in total in a non-equilibrium geometry.

Each line ends with the natural charge from an NBO analysis.
CARTESIAN COORDINATES (ANGSTROEM)
S  1.196  0.161  1.301  0.337
N  -1.202  0.890  2.017  -0.737
N  -2.109  -1.372  -1.259  -0.425
C  2.032  1.704  3.485  -0.627
C  -0.678  -0.957  -2.643  -0.293
C  -0.818  -1.491  -1.250  0.323
C  -0.186  -1.897  -3.781  -0.590
C  -0.474  0.307  1.169  -0.193
C  -2.255  -0.926  -2.644  -0.215
C  1.415  0.370  3.056  -0.602
H  -0.020  -0.036  -2.739  0.279
H  -2.913  -1.424  -0.643  0.444
H  -0.671  -2.825  -3.730  0.216
H  1.386  2.462  2.949  0.200
H  -2.761  -1.698  -3.267  0.231
H  2.219  -0.397  3.286  0.245
H  -2.745  0.021  -2.755  0.228
H  -0.294  -1.319  -4.671  0.238
H  0.446  0.152  3.548  0.216
H  -2.113  1.174  1.821  0.402
H  3.005  1.757  2.862  0.217
H  2.356  1.893  4.521  0.247
H  0.845  -1.944  -3.712  0.226
H  -0.040  -2.040  -0.681  0.266
H  -0.668  1.405  2.744  0.367

Summary:
- E_HOMO (eV) = -11.46
- multiplicity = 1
- net charge = +1
- orbital gap (eV) = 7.4524

---

So what do the calculations give for molar mass? Going down the list: 201.1 242.5 423.5 113.2 113.2 113.2 113.2 143.2 159.3 g mol⁻¹.